Version A
An isolated molecule of C4H3N. Source: the Open Molecules 2025 dataset; level of theory: ωB97M-V/def2-TZVPD.

```
8
C4H3N (ωB97M-V/def2-TZVPD)
N -2.568 1.116 -0.733
C 0.562 -0.069 -0.061
C -1.716 0.371 -0.493
C 1.624 0.248 0.579
C -0.642 -0.538 -0.308
H 2.592 0.692 0.186
H 0.888 -0.261 1.469
H -0.740 -1.558 -0.639
```

LUMO ... 0.290 eV
Highest occupied orbital energy ... -0.355 Ha
SMILES ... C=C=CC#N
Frontier orbital gap ... 9.96 eV

Here are the Löwdin charges for atoms 1 to 4, given in e: 0.1327, -0.1825, -0.2524, 0.0521

---

Version B
An isolated molecule of C4H3N. Source: the Open Molecules 2025 dataset; level of theory: ωB97M-V/def2-TZVPD.

```
8
C4H3N (ωB97M-V/def2-TZVPD)
N -0.737 -0.693 2.624
C -0.670 -0.570 1.409
C -0.137 -0.044 -0.909
C -0.734 -0.538 0.115
C 0.555 0.513 -1.867
H 1.414 0.001 -2.289
H -0.006 -0.185 3.119
H 0.315 1.517 -2.201
```

LUMO (alpha / beta) ... 0.226 / 0.226 eV
Highest occupied orbital energy (alpha / beta) ... -0.317 / -0.317 Ha
SMILES ... C=C=C=C=N
Frontier orbital gap (alpha / beta) ... 8.85 / 8.85 eV

Here are the Löwdin charges for atoms 1 to 4, given in e: 0.1444, -0.1831, -0.1268, -0.0292

---

Which structure is the least stable? The one labeled version A.

---

Version A
A cluster of 2 separate species, C2Br2Cl2S in total. Source: the Open Molecules 2025 dataset; level of theory: ωB97M-V/def2-TZVPD.

```
7
C2Br2Cl2S (ωB97M-V/def2-TZVPD)
Br -3.355 0.044 1.254
Br -0.121 1.105 -1.956
Cl 1.688 -0.910 1.562
Cl 2.775 0.808 -0.452
S -2.411 -1.170 -0.245
C 0.114 0.084 -0.376
C 1.310 0.040 0.214
```

LUMO (alpha / beta) ... -3.249 / -3.248 eV
Highest occupied orbital energy (alpha / beta) ... -0.350 / -0.349 Ha
Frontier orbital gap (alpha / beta) ... 6.28 / 6.26 eV

Here are the Löwdin charges for atoms 1 to 4, given in e: 0.1205, 0.6375, 0.6401, 0.5505

---

Version B
An isolated molecule of C2Br2Cl2S. Source: the Open Molecules 2025 dataset; level of theory: ωB97M-V/def2-TZVPD.

```
7
C2Br2Cl2S (ωB97M-V/def2-TZVPD)
Br 3.106 0.464 -0.499
Br -0.139 -2.179 0.003
Cl -1.227 2.107 0.088
Cl -2.496 -0.312 -0.904
S 1.961 -0.169 1.184
C -1.149 0.409 -0.135
C -0.055 -0.321 0.263
```

LUMO ... -1.145 eV
Highest occupied orbital energy ... -0.342 Ha
SMILES ... ClC(Cl)=C(Br)SBr
Frontier orbital gap ... 8.15 eV

Here are the Löwdin charges for atoms 1 to 4, given in e: 0.1835, 0.6359, 0.6344, 0.6233

---

Which structure is the least stable? The one labeled version A.

---

Version A
A structure of composition C23H18Cl3N3O2RhSi. Source: the Open Molecules 2025 dataset; level of theory: ωB97M-V/def2-TZVPD.

```
51
C23H18Cl3N3O2RhSi (ωB97M-V/def2-TZVPD)
Rh -0.514 0.465 -0.060
Cl -3.780 2.277 -0.006
Cl -3.664 -0.588 1.571
Cl -3.753 -0.464 -1.714
Si -2.800 0.389 -0.042
O 1.626 0.236 -0.059
O -0.542 0.452 1.978
N -0.049 -6.950 -0.131
N -0.538 2.546 -0.123
N -0.272 0.771 -2.028
C -0.286 -4.372 -0.121
C 3.943 -2.051 -1.590
C -0.155 -5.804 -0.126
C -0.673 3.302 0.892
C -0.691 2.869 2.275
C 2.157 -0.503 -0.962
C 3.313 -1.282 -0.650
C -0.804 3.903 3.224
C 0.630 0.251 -2.775
C -0.630 1.308 4.123
C -0.036 -2.259 0.998
C -0.730 2.342 5.013
C -0.800 -3.712 -1.234
C 2.407 -1.347 -3.268
C 1.705 -0.585 -2.317
C 0.098 -3.635 0.999
C -0.615 1.511 2.711
C -0.825 3.674 4.576
C -0.996 1.959 -2.455
C 3.506 -2.094 -2.928
C -0.547 -1.567 -0.109
C -0.924 -2.332 -1.216
C -0.608 3.084 -1.480
H -2.071 1.776 -2.422
H -1.096 -4.283 -2.105
H 4.025 -2.692 -3.663
H 0.371 3.481 -1.762
H 0.269 -1.694 1.869
H 2.051 -1.342 -4.294
H -0.710 2.243 -3.473
H -0.742 2.125 6.075
H 3.656 -1.251 0.376
H -0.809 4.377 0.738
H 0.503 -4.149 1.862
H -0.877 4.921 2.853
H -1.346 3.890 -1.532
H 0.631 0.523 -3.835
H -0.568 0.281 4.458
H -1.323 -1.843 -2.096
H -0.916 4.489 5.280
H 4.803 -2.643 -1.296
```

LUMO ... 2.631 eV
Highest occupied orbital energy ... -0.181 Ha
Frontier orbital gap ... 7.56 eV
Charge ... -1

Here are the Löwdin charges for atoms 1 to 4, given in e: 0.9101, 0.1785, 0.2207, 0.1971

---

Version B
A structure of composition C23H18Cl3N3O2RhSi. Source: the Open Molecules 2025 dataset; level of theory: ωB97M-V/def2-TZVPD.

```
51
C23H18Cl3N3O2RhSi (ωB97M-V/def2-TZVPD)
Rh -0.562 0.437 -0.057
Cl -3.654 -0.890 1.458
Cl -3.735 -0.391 -1.788
Cl -3.835 2.133 0.245
Si -2.813 0.295 -0.021
O 1.597 0.245 -0.052
O -0.584 0.458 1.975
N -0.011 -6.967 -0.126
N -0.546 2.529 -0.142
N -0.345 0.738 -2.047
C -0.148 -2.289 1.048
C 0.626 0.310 -2.769
C 0.002 -3.663 1.046
C -0.742 -3.730 -1.242
C -0.884 -2.351 -1.221
C 2.145 -0.471 -0.962
C -0.588 -1.593 -0.085
C -0.294 -4.395 -0.105
C -0.636 1.525 2.701
C -0.729 2.370 4.997
C -0.549 3.057 -1.501
C -1.047 1.953 -2.443
C 3.496 -2.046 -2.933
C 3.946 -1.997 -1.601
C 2.397 -1.300 -3.273
C 1.693 -0.541 -2.321
C -0.672 1.329 4.111
C -0.664 2.882 2.249
C 3.315 -1.230 -0.659
C -0.731 3.923 3.197
C -0.639 3.299 0.867
C -0.137 -5.822 -0.116
C -0.760 3.700 4.549
H 3.666 -1.193 0.364
H 0.087 -1.731 1.945
H -0.720 4.378 0.702
H -0.975 -4.294 -2.137
H 0.682 0.679 -3.798
H 4.008 -2.652 -3.668
H 2.038 -1.300 -4.298
H -1.174 3.951 -1.582
H -0.831 2.216 -3.484
H 0.478 3.315 -1.780
H -0.810 4.523 5.249
H -2.120 1.809 -2.325
H 0.353 -4.181 1.931
H -0.756 2.159 6.060
H -0.759 4.941 2.822
H 4.816 -2.577 -1.312
H -0.658 0.302 4.451
H -1.238 -1.858 -2.118
```

LUMO ... 2.628 eV
Highest occupied orbital energy ... -0.181 Ha
Frontier orbital gap ... 7.55 eV
Charge ... -1

Here are the Löwdin charges for atoms 1 to 4, given in e: 0.9038, 0.2262, 0.1964, 0.1723

---

Which structure is the least stable? The one labeled version A.